(1)
23
Properties=species:S:1:pos:R:3:forces:R:3 method="wB97M-V/def2-TZVPD" energy_ha=-1014.3388 smiles="Cc1ccc(COC(=O)NCl)cc1" multiplicity=1 e_above_lowest_kj_mol=182.3
C -0.5673 -0.6687 -3.4616 0.36 0.37 0.63
C -0.3014 -0.6586 -1.9628 -0.37 -0.05 -1.90
C -1.3492 -0.7975 -1.0875 -0.75 -0.15 0.31
C -1.1200 -0.7515 0.2640 -0.62 -0.02 0.36
C 0.1553 -0.5652 0.7451 -0.24 0.01 1.13
C 0.3359 -0.5187 2.2481 -0.76 -0.44 -0.12
O 1.2735 0.4629 2.7106 -0.31 0.43 -0.26
C 1.1438 1.6737 2.0959 1.82 0.46 -0.95
O 2.0726 2.1337 1.4678 -1.23 -0.40 0.68
N -0.0478 2.4398 2.2105 0.28 -0.65 0.54
Cl -1.0016 2.0819 3.5994 -0.24 0.05 -0.23
C 1.1907 -0.4594 -0.1412 1.45 0.17 0.36
C 0.9785 -0.4984 -1.4968 0.26 0.08 0.01
H -1.2079 0.1789 -3.7188 -0.14 -0.24 -0.09
H 0.3811 -0.5092 -3.9777 -0.15 -0.25 -0.18
H -1.0285 -1.6122 -3.7541 0.01 0.14 -0.21
H -2.3701 -0.9311 -1.4287 0.11 0.00 -0.21
H -1.9430 -0.8639 0.9634 -0.01 0.07 -0.05
H -0.6487 -0.3481 2.6971 0.17 0.07 0.03
H 0.6578 -1.4990 2.6053 0.41 0.28 0.16
H -0.6012 2.4193 1.3611 -0.05 0.07 0.06
H 2.1943 -0.3250 0.2495 -0.02 0.04 -0.07
H 1.8030 -0.3836 -2.1886 0.01 -0.04 0.02

***

(2)
23
Properties=species:S:1:pos:R:3:forces:R:3 method="wB97M-V/def2-TZVPD" s2=2.03 energy_ha=-1014.0961 multiplicity=3
C 1.8839 2.6094 0.1473 1.38 -0.75 -0.69
C 0.7573 2.1369 0.7640 -1.82 -1.29 -0.29
C 2.7507 1.7946 -0.6199 -0.11 4.02 1.02
C 0.3111 0.7429 0.5180 -0.29 0.17 1.03
C 2.4812 0.4319 -0.7565 -2.28 -1.82 1.24
C 1.4687 -0.1428 0.0438 -0.08 0.89 -0.67
C -3.3903 -1.9370 -0.3355 -0.02 0.52 -0.55
C 1.4971 -1.4584 0.3949 -0.84 -2.16 1.05
C -2.5945 -0.7459 -0.7041 -0.38 -0.64 -1.00
N -1.6937 -0.3820 0.1309 -0.11 -0.90 -1.12
O -0.8688 0.6718 -0.3752 0.78 -0.02 0.64
O -1.4530 -1.0068 1.2085 -0.14 1.07 -0.51
Cl 2.8759 -2.4884 0.2014 0.02 0.33 -0.29
H 2.1155 3.6029 0.4133 0.76 1.08 -0.20
H 0.0635 2.6633 1.4411 0.87 0.28 -0.55
H 3.7084 2.2461 -0.9355 -0.70 -0.43 -0.04
H -0.2527 0.4520 1.4199 1.50 -0.47 0.22
H 2.9538 -0.2218 -1.4248 1.16 -0.60 -0.62
H -4.0758 -2.0878 -1.1978 -0.13 -0.20 1.21
H -2.7362 -2.8028 -0.2209 0.01 -0.06 0.02
H -3.7710 -1.6876 0.6602 -0.77 -0.61 -0.27
H 0.7219 -2.0363 0.9481 0.46 1.09 -0.64
H -2.7531 -0.3544 -1.7212 0.75 0.53 0.98

***

(3)
23
Properties=species:S:1:pos:R:3:forces:R:3 method="wB97M-V/def2-TZVPD" energy_ha=-1337.2344 smiles="O=C(NCCCl)Sc1ccccc1" multiplicity=1 e_above_lowest_kj_mol=0.0
C 3.8900 -0.1329 -0.5418 -3.49 3.04 0.30
C 3.2174 0.3027 0.8595 0.86 -1.94 2.43
C 0.8082 1.0232 0.3118 1.73 -2.00 0.21
C -1.3250 -0.6626 -0.0478 -1.97 1.41 -0.60
C -1.8677 0.4388 -0.9055 1.78 -1.87 0.52
C -3.2221 0.5251 -0.9721 -1.60 0.29 0.65
C -4.0933 -0.4369 -0.3363 1.10 3.15 -2.19
C -3.6479 -1.3632 0.4837 0.70 -3.01 3.12
C -2.2824 -1.4144 0.7228 4.12 -2.15 -1.02
H 3.1773 -0.4418 -1.3316 -0.03 -0.63 0.98
H 4.1076 0.8413 -0.9437 0.85 0.56 -0.27
H 2.9341 -0.6199 1.5192 0.53 1.40 -1.40
H 3.9774 0.8921 1.5484 -1.11 -1.41 -1.73
H 2.5005 2.2779 0.5413 -2.24 -3.86 1.37
H -1.1915 1.0741 -1.5473 -0.98 -0.86 1.11
H -3.7557 1.4125 -1.4055 0.81 -1.13 -0.13
H -5.0391 -0.3020 -0.7118 -2.58 -0.15 -0.01
H -4.1587 -2.1738 1.1187 -0.10 1.58 -1.58
H -1.9037 -2.4162 1.2204 -0.52 2.50 -0.52
N 2.0655 1.1997 0.8549 2.61 4.21 -2.23
O 0.0746 1.9238 0.1051 -0.81 0.60 -0.09
S 0.4780 -0.8522 -0.0391 -1.32 1.62 0.67
Cl 5.2566 -1.0956 -0.5032 1.67 -1.34 0.44

***

(4)
28
Properties=species:S:1:pos:R:3:forces:R:3 method="wB97M-V/def2-TZVPD" charge=+1 energy_ha=-6910.8216 multiplicity=1
Sn 1.9078 0.8853 0.8073 -0.01 0.06 -0.54
Cl -5.3767 -0.6321 0.5778 -0.06 0.01 -0.01
C -3.6560 -0.5629 0.6904 0.07 0.15 0.00
C -2.9241 -1.7560 0.7898 0.01 -0.01 -0.01
C -1.5553 -1.7445 0.8845 -0.03 0.06 0.00
C -0.8455 -0.5322 0.8771 -0.01 0.13 0.01
O 0.4654 -0.5772 0.9587 0.08 -0.01 0.04
C -1.5894 0.6770 0.7785 0.05 -0.07 0.02
C -0.9983 1.9668 0.7672 0.06 -0.02 0.04
O 0.2187 2.2530 0.8379 -0.15 0.04 0.01
C -3.0007 0.6365 0.6868 -0.06 -0.23 0.00
H -3.4591 -2.6961 0.7892 0.00 -0.02 0.01
H -0.9951 -2.6656 0.9639 0.01 -0.01 0.00
H -1.6828 2.8189 0.6955 -0.02 -0.01 0.01
H -3.5565 1.5616 0.6138 -0.02 0.03 -0.01
Se 1.4559 1.0943 3.6819 0.01 -0.07 0.08
Te 3.3631 1.2472 5.1060 -0.69 0.39 0.52
Te 5.4953 0.2277 3.9297 0.97 -0.10 0.33
Se 4.8948 -0.5111 1.8104 -0.23 -0.33 -0.60
C 1.1920 0.9845 -3.6332 0.06 0.10 -0.03
S 0.6858 0.2956 -2.0523 -0.04 -0.02 0.14
C 1.4172 -1.3440 -2.1707 -0.01 -0.11 -0.04
H 2.2632 0.8674 -3.7824 0.02 0.00 0.01
H 0.9500 2.0446 -3.6219 -0.03 0.01 -0.02
H 0.6489 0.5040 -4.4444 0.00 -0.02 0.01
H 0.8788 -1.9547 -2.8932 0.00 0.03 -0.02
H 1.3366 -1.8098 -1.1902 -0.02 -0.02 0.01
H 2.4659 -1.2783 -2.4579 0.00 0.02 0.02

***

(5)
22
Properties=species:S:1:pos:R:3:forces:R:3 method="wB97M-V/def2-TZVPD" energy_ha=-1099.5304 smiles=CCN1c2ccccc2S[C@H]1I multiplicity=1 e_above_lowest_kj_mol=112.6
C 1.8343 -1.9930 1.3541 -0.25 -2.41 -0.09
C 1.4520 -3.2302 0.7690 0.66 -1.01 0.06
C 1.1725 -0.8663 0.9600 -1.51 -0.64 -1.68
C 0.3306 -3.3936 -0.0940 1.24 2.68 0.73
C 0.1187 -0.9166 -0.0035 -0.63 -1.27 -0.06
C -0.3288 -2.2095 -0.4939 1.29 1.02 1.50
C -1.9927 -0.4192 -1.1569 3.74 0.34 4.23
C -0.1786 2.4677 -1.1038 3.74 1.83 -0.11
C -0.6715 1.4733 -0.0325 0.81 2.21 -1.11
N -0.6448 0.1465 -0.5402 -2.42 -2.81 -0.99
S -1.7049 -2.0722 -1.5563 0.13 -0.48 -0.39
I -3.6884 -0.1968 0.5232 0.39 -0.09 -0.47
H 2.5930 -2.0265 2.1872 -0.74 0.39 -1.33
H 2.1651 -4.0847 0.9684 -1.37 0.74 -0.11
H 1.5559 0.0063 1.3386 0.28 2.38 0.75
H 0.0149 -4.3224 -0.4848 -0.07 -0.93 -0.23
H -2.4110 0.1805 -1.8722 -0.82 1.42 -1.71
H -0.8022 2.8526 -1.8675 -1.33 -0.61 -0.88
H 0.2765 3.5183 -0.8202 -0.99 -1.98 0.76
H 0.7570 2.0541 -1.5895 -1.18 0.07 0.24
H -0.0494 1.6811 0.8295 0.12 -0.78 0.35
H -1.6609 1.7666 0.2146 -1.07 -0.06 0.56

***

(6)
21
Properties=species:S:1:pos:R:3:forces:R:3 method="wB97M-V/def2-TZVPD" energy_ha=-987.9085 smiles="C[C@@H](I)/C=P/c1ccccc1" multiplicity=1 e_above_lowest_kj_mol=76.0
C -1.0684 -0.3613 3.5490 0.19 -0.52 -0.37
C -2.0993 -0.4310 2.5830 2.10 1.33 0.18
C 0.1791 0.1064 3.1379 0.88 1.26 -1.04
C -1.8933 0.0635 1.2737 1.99 -1.23 3.30
C 0.3687 0.5124 1.7882 -1.09 -1.21 1.24
C -0.6324 0.4273 0.8305 0.01 1.11 1.07
C 1.0586 -0.6398 -2.6905 0.57 1.25 -1.81
C 0.7082 -0.0756 -1.3705 -0.72 -0.21 1.50
C 0.8994 0.5264 -3.7061 -0.07 1.01 1.89
P -0.4448 1.0804 -0.8518 0.67 -1.23 -1.34
I 3.1869 -1.2106 -2.9654 -0.66 -0.12 0.53
H -1.1954 -0.7868 4.5627 -0.10 0.56 -0.67
H -3.0369 -0.7610 2.9296 -1.12 -0.48 -0.06
H 1.0722 0.3468 3.7680 -1.15 -0.82 -0.11
H -2.6432 -0.1212 0.6430 -2.98 -0.09 -2.68
H 1.3275 0.7653 1.4566 1.42 0.68 -0.18
H 0.4523 -1.5233 -2.9246 0.42 0.08 0.16
H 1.1339 -0.5718 -0.5085 0.00 -0.60 -0.06
H 1.3592 0.5678 -4.6841 -0.15 -0.86 -0.20
H -0.1756 0.7820 -3.7143 0.44 0.11 -0.33
H 1.4431 1.3042 -3.1064 -0.67 -0.02 -0.99